Entry w
10
Properties=species:S:1:pos:R:3 method="wB97M-V/def2-TZVPD" homo_energy_ev=-9.227 homo_lumo_gap_ev=8.4012
N 1.755 -0.398 0.719
C 0.609 0.090 0.205
C 0.259 1.254 -0.325
O -2.170 0.698 0.054
C -1.690 -0.429 0.032
N -0.399 -0.760 -0.121
H 2.587 0.157 0.595
H 1.877 -1.394 0.603
H -0.434 2.026 -0.047
H -2.326 -1.320 0.099



Entry x
10
Properties=species:S:1:pos:R:3 method="wB97M-V/def2-TZVPD" homo_energy_ev=-9.107 homo_lumo_gap_ev=10.1717
O 2.189 0.125 -0.299
C 0.873 0.016 -0.047
N 0.353 -1.155 0.149
N -0.988 -0.951 0.309
C -1.281 0.409 0.172
C -0.094 1.064 0.004
H 2.523 -0.787 -0.283
H -1.411 -1.682 -0.237
H -2.279 0.838 0.289
H 0.116 2.123 -0.057



Entry y
10
Properties=species:S:1:pos:R:3 method="wB97M-V/def2-TZVPD" homo_energy_ev=-7.116 homo_lumo_gap_ev=7.6193
O -1.029 1.652 -0.847
C -0.407 0.773 -0.042
C 0.718 -0.172 -0.389
N 0.982 -1.008 0.635
N -0.104 -0.927 1.439
C -0.940 -0.368 0.450
H -0.401 2.339 -1.110
H 1.150 -0.247 -1.366
H 1.902 -1.196 1.008
H -1.869 -0.845 0.222



From most stable to least stable, the computed energies give entry x, entry w, entry y.



Entry w
10
Properties=species:S:1:pos:R:3 method="wB97M-V/def2-TZVPD" homo_energy_ev=-9.392 homo_lumo_gap_ev=9.7994
C -0.122 0.256 -0.047
C -1.438 -0.166 0.090
C -2.649 -0.380 0.060
H 2.807 -0.760 -0.669
H 2.750 -0.080 1.041
H 0.684 -1.736 0.076
H -3.716 -0.694 -0.284
N 2.172 -0.246 0.005
N 0.890 -0.724 -0.066
O 0.162 1.475 -0.044



Entry x
10
Properties=species:S:1:pos:R:3 method="wB97M-V/def2-TZVPD" homo_energy_ev=-10.268 homo_lumo_gap_ev=10.7842
O -1.950 -0.966 0.215
C -0.714 -0.446 0.170
C -0.378 0.968 -0.139
N 0.889 1.113 -0.192
C 1.414 -0.228 0.052
N 0.338 -1.139 0.361
H -2.591 -0.310 -0.084
H -1.076 1.788 -0.303
H 2.207 -0.203 0.806
H 1.861 -0.577 -0.886



Entry y
10
Properties=species:S:1:pos:R:3 method="wB97M-V/def2-TZVPD" homo_energy_ev=-8.621 homo_lumo_gap_ev=8.7961
O -1.933 -0.581 1.345
C -0.918 -0.139 0.849
N -0.413 1.145 0.957
N 0.565 1.179 0.037
C 0.801 0.136 -0.711
C -0.139 -0.906 -0.236
H -1.014 -1.152 -0.840
H 1.075 2.055 -0.028
H 1.635 0.115 -1.402
H 0.341 -1.854 0.028



Entry z
10
Properties=species:S:1:pos:R:3 method="wB97M-V/def2-TZVPD" homo_energy_ev="-10.082 / -9.735" homo_lumo_gap_ev="9.3468 / 8.0943"
C 1.955 -1.159 0.394
C 1.463 0.761 -0.531
C 1.594 -0.234 1.321
N 1.839 -0.445 -0.781
N -1.685 -0.249 -0.137
O 1.194 0.951 0.807
H 2.062 -2.245 0.329
H 0.941 1.466 -1.263
H -1.802 0.805 0.046
H -1.159 -0.751 0.536



From most stable to least stable, the computed energies give entry x, entry y, entry w, entry z.



Entry w
10
Properties=species:S:1:pos:R:3 method="wB97M-V/def2-TZVPD" homo_energy_ev="-8.132 / -8.135" homo_lumo_gap_ev="8.1201 / 8.1224"
C -0.886 -0.913 0.868
C 0.550 -0.484 0.989
C 0.113 0.958 -0.721
N -1.596 -0.426 -0.016
N 0.946 0.397 0.177
O 0.372 0.935 -2.028
H -1.197 -1.631 1.626
H 1.216 -0.842 1.763
H -0.447 1.828 -0.405
H 0.929 0.177 -2.251



Entry x
10
Properties=species:S:1:pos:R:3 method="wB97M-V/def2-TZVPD" homo_energy_ev=-9.558 homo_lumo_gap_ev=9.4764
O -1.153 2.022 -1.521
C -0.188 1.642 -1.031
N -0.677 0.652 1.014
C 0.092 -0.356 1.121
C 0.430 -1.087 -0.123
N -0.081 -0.662 -1.207
H -0.675 1.256 1.832
H 0.651 -0.610 2.027
H 1.229 -1.834 -0.070
H 0.372 -1.023 -2.042



Entry y
10
Properties=species:S:1:pos:R:3 method="wB97M-V/def2-TZVPD" homo_energy_ev=-9.522 homo_lumo_gap_ev=10.1536
C -1.608 0.773 0.655
C 1.793 -0.406 -0.222
C -0.088 -0.400 -0.369
N -2.264 0.015 -0.245
N -1.384 -0.657 -0.980
O -0.361 0.490 0.624
H -2.214 1.344 1.350
H 1.814 0.734 -0.026
H 2.165 -0.726 -1.248
H 2.147 -1.167 0.461



From most stable to least stable, the computed energies give entry x, entry w, entry y.



Entry w
10
Properties=species:S:1:pos:R:3 method="wB97M-V/def2-TZVPD" homo_energy_ev=-8.321 homo_lumo_gap_ev=8.5729
C 0.864 -0.253 -0.040
C -1.048 -1.017 -0.029
C -1.229 0.338 -0.052
H 2.639 0.605 0.311
H -2.031 -1.475 0.306
H -2.068 1.096 -0.156
H 0.348 1.705 -0.420
N 0.279 -1.416 -0.018
N 0.080 0.747 0.145
O 2.165 -0.330 -0.047



Entry x
10
Properties=species:S:1:pos:R:3 method="wB97M-V/def2-TZVPD" homo_energy_ev=-8.643 homo_lumo_gap_ev=9.6154
N -1.686 -0.344 0.491
C -0.376 -0.115 0.119
C 0.425 -0.830 -0.738
O 1.653 -0.221 -0.755
C 1.459 0.892 -0.044
N 0.300 1.022 0.519
H -2.285 -0.631 -0.282
H -2.104 0.475 0.922
H 0.327 -1.832 -0.227
H 2.287 1.584 -0.004



From most stable to least stable, the computed energies give entry x, entry w.



Entry w
10
Properties=species:S:1:pos:R:3 method="wB97M-V/def2-TZVPD" homo_energy_ev=-10.543 homo_lumo_gap_ev=11.2097
N -0.951 1.097 0.275
C -0.739 -0.252 0.303
O -1.611 -1.084 0.206
C 0.744 -0.633 0.447
C 1.241 -0.359 -0.893
N 1.394 -0.033 -1.991
H -1.872 1.354 -0.052
H -0.197 1.658 -0.098
H 1.258 -0.016 1.190
H 0.818 -1.690 0.710



Entry x
10
Properties=species:S:1:pos:R:3 method="wB97M-V/def2-TZVPD" homo_energy_ev=-10.188 homo_lumo_gap_ev=10.7597
O 1.499 0.453 -0.617
C 1.353 0.211 0.563
N 0.218 -0.392 0.913
C -0.824 -0.485 -0.254
C -0.795 0.689 -1.074
N -1.329 1.300 -1.898
H 2.101 0.535 1.307
H 0.221 -0.463 1.929
H -0.632 -1.319 -0.952
H -1.844 -0.578 0.126



Entry y
10
Properties=species:S:1:pos:R:3 method="wB97M-V/def2-TZVPD" homo_energy_ev="-9.543 / -8.625" homo_lumo_gap_ev="8.0274 / 7.9567"
C 1.595 -0.118 0.073
C 1.589 -1.413 -0.129
C -1.851 0.307 -0.093
N 0.375 0.501 0.244
N -0.664 -0.277 0.149
O -2.927 -0.236 -0.046
H 2.451 0.531 -0.023
H 0.933 -2.199 0.171
H -1.757 1.390 -0.406
H 0.255 1.514 0.060



From most stable to least stable, the computed energies give entry w, entry x, entry y.



Entry w
10
Properties=species:S:1:pos:R:3 method="wB97M-V/def2-TZVPD" homo_energy_ev=-8.588 homo_lumo_gap_ev=8.9891
N -0.061 -1.177 0.074
C -0.094 0.056 1.100
O -0.574 0.056 2.183
C 0.366 1.049 0.082
C -0.298 0.245 -1.082
N -0.828 0.162 -2.128
H -0.831 -1.823 -0.087
H 0.813 -1.597 -0.242
H 0.123 2.110 0.253
H 1.449 0.936 -0.061



Entry x
10
Properties=species:S:1:pos:R:3 method="wB97M-V/def2-TZVPD" homo_energy_ev=-8.282 homo_lumo_gap_ev=9.2130
O 2.217 -0.419 0.010
C 0.895 -0.138 0.001
C -0.136 -1.028 0.130
N -1.271 -0.236 0.055
C -0.867 1.042 -0.111
N 0.444 1.139 -0.147
H 2.668 0.429 -0.109
H -0.168 -2.097 0.262
H -2.223 -0.560 0.111
H -1.561 1.868 -0.202



Entry y
10
Properties=species:S:1:pos:R:3 method="wB97M-V/def2-TZVPD" homo_energy_ev="-8.725 / -8.726" homo_lumo_gap_ev="8.8577 / 8.8583"
N 1.454 -0.167 -0.147
C 0.185 0.193 -0.300
C -0.485 1.298 0.339
N -1.340 0.547 0.891
C -0.926 -0.865 -0.354
O -0.718 -2.003 0.046
H 1.690 -1.134 -0.332
H 2.131 0.381 0.365
H -0.236 2.342 0.522
H -1.754 -0.591 -1.030



From most stable to least stable, the computed energies give entry x, entry w, entry y.



Entry w
10
Properties=species:S:1:pos:R:3 method="wB97M-V/def2-TZVPD" homo_energy_ev=-10.719 homo_lumo_gap_ev=11.1044
O 1.747 0.099 0.244
C 0.460 0.327 -0.288
C -0.488 -0.800 0.255
N -1.689 -0.915 -0.119
N -0.491 2.711 0.086
C -0.037 1.650 0.126
H 2.276 -0.462 -0.347
H -0.024 -1.436 1.030
H -2.155 -1.682 0.372
H 0.400 0.508 -1.359



Entry x
10
Properties=species:S:1:pos:R:3 method="wB97M-V/def2-TZVPD" homo_energy_ev="-9.513 / -9.516" homo_lumo_gap_ev="7.9059 / 7.9092"
O -0.561 -2.010 -1.051
C -0.657 -0.957 -0.334
N -1.464 -0.322 0.417
C 0.354 1.415 0.913
C 1.241 1.083 0.135
N 0.692 -0.630 -0.605
H -2.342 -0.825 0.510
H -0.449 1.615 1.588
H 2.191 1.223 -0.344
H 0.743 -0.332 -1.583



From most stable to least stable, the computed energies give entry w, entry x.



Entry w
10
Properties=species:S:1:pos:R:3 method="wB97M-V/def2-TZVPD" homo_energy_ev=-8.404 homo_lumo_gap_ev=8.1318
C -0.674 -1.441 1.440
C -0.867 -0.838 0.144
C 0.444 0.728 0.127
N -0.364 -2.001 2.382
N 0.619 0.923 -1.240
O -1.543 -1.049 -0.826
H 1.269 0.173 0.695
H -0.024 1.653 0.678
H 0.150 1.777 -1.712
H 0.989 0.075 -1.688



Entry x
10
Properties=species:S:1:pos:R:3 method="wB97M-V/def2-TZVPD" homo_energy_ev=-8.204 homo_lumo_gap_ev=8.3702
C -1.231 1.096 -0.113
C -0.002 0.924 0.077
C -2.035 -0.107 -0.433
N 2.014 -0.251 -0.270
N 0.959 0.299 0.496
O -1.754 -1.234 0.111
H -1.612 2.093 -0.256
H 1.702 -1.250 -0.541
H 2.884 -0.238 0.296
H -0.926 -1.331 0.634



From most stable to least stable, the computed energies give entry w, entry x.



Entry w
10
Properties=species:S:1:pos:R:3 method="wB97M-V/def2-TZVPD" homo_energy_ev=-8.854 homo_lumo_gap_ev=9.5455
O 0.276 -1.268 1.818
C 0.178 -1.072 0.508
C 0.125 -1.226 -0.701
C -0.556 0.968 -1.461
N -0.428 1.420 -0.357
N -0.040 1.213 0.817
H 0.483 -2.205 1.947
H 0.143 -1.596 -1.700
H -0.542 1.386 -2.454
H -0.778 1.471 1.476



Entry x
10
Properties=species:S:1:pos:R:3 method="wB97M-V/def2-TZVPD" homo_energy_ev=-8.880 homo_lumo_gap_ev=8.5948
O 0.618 1.062 1.510
C 0.119 0.229 0.397
C -0.783 -0.776 0.136
C -0.412 -1.020 -1.208
N 0.596 -0.244 -1.629
N 0.921 0.544 -0.598
H 0.001 1.791 1.717
H -1.546 -1.245 0.738
H -0.845 -1.745 -1.885
H 1.331 1.404 0.823



Entry y
10
Properties=species:S:1:pos:R:3 method="wB97M-V/def2-TZVPD" homo_energy_ev=-8.740 homo_lumo_gap_ev=9.2216
C -0.765 -0.145 0.111
C 0.296 -1.091 -0.012
C -0.020 1.044 0.134
H -2.709 0.711 0.043
H 0.027 -2.125 0.293
H 2.098 1.309 -0.152
H -0.609 2.007 -0.248
N 1.590 -0.621 -0.078
N 1.361 0.675 0.003
O -2.067 -0.141 -0.101



Entry z
10
Properties=species:S:1:pos:R:3 method="wB97M-V/def2-TZVPD" homo_energy_ev=-9.997 homo_lumo_gap_ev=10.4398
O -1.920 -0.768 -0.666
C -0.841 -0.230 -0.659
C -0.510 1.209 -0.365
N 0.492 1.269 0.415
C 0.896 -0.126 0.630
N 0.397 -0.853 -0.537
H 0.286 -0.479 1.481
H -1.091 2.073 -0.675
H 1.962 -0.238 0.819
H 0.328 -1.858 -0.442



From most stable to least stable, the computed energies give entry z, entry y, entry x, entry w.



Entry w
57
Properties=species:S:1:pos:R:3 method="wB97M-V/def2-TZVPD" homo_energy_ev=-8.249 homo_lumo_gap_ev=8.4528
C -1.675 -3.341 0.414
H -2.659 -3.499 -0.021
H -1.699 -3.652 1.455
H -0.964 -3.968 -0.116
C -1.237 -1.880 0.284
N -2.083 -0.881 0.928
C -3.369 -0.689 0.261
H -4.047 -0.208 0.969
C -3.272 0.200 -0.984
H -2.597 -0.246 -1.714
H -4.264 0.262 -1.435
C -2.791 1.612 -0.654
N -1.430 1.563 -0.169
C -0.475 2.397 -0.590
O -0.664 3.330 -1.345
C 0.932 2.132 -0.010
N 1.690 1.228 -0.885
C 1.085 0.236 -1.649
C 0.052 0.344 -2.572
C -0.303 -0.792 -3.278
C 0.343 -2.012 -3.088
C 1.394 -2.119 -2.200
C 1.764 -0.986 -1.492
C 2.851 -0.741 -0.579
N 3.729 -1.552 -0.121
C 4.731 -1.074 0.711
O 5.477 -1.822 1.307
C 4.847 0.390 0.759
C 3.903 1.211 0.250
N 2.795 0.611 -0.297
C 4.037 2.699 0.199
H 3.680 3.075 -0.759
H 3.477 3.186 0.997
H 5.084 2.966 0.316
H 5.745 0.795 1.196
H 1.939 -3.038 -2.058
H 0.031 -2.871 -3.662
H -1.096 -0.725 -4.008
H -0.435 1.284 -2.766
C 0.876 1.607 1.427
H 1.854 1.659 1.902
H 0.189 2.218 2.007
H 0.546 0.570 1.457
H 1.430 3.108 -0.028
H -1.268 0.749 0.424
H -3.436 2.055 0.114
H -2.816 2.256 -1.536
H -3.823 -1.649 -0.022
C -2.217 -1.090 2.367
C -2.493 0.212 3.113
H -1.715 0.942 2.909
H -3.450 0.643 2.830
H -2.514 0.018 4.182
H -1.271 -1.501 2.729
H -3.010 -1.817 2.600
H -1.173 -1.623 -0.775
H -0.232 -1.782 0.707



Entry x
57
Properties=species:S:1:pos:R:3 method="wB97M-V/def2-TZVPD" homo_energy_ev=-8.796 homo_lumo_gap_ev=9.4172
C -8.143 2.858 1.355
C -7.164 1.815 1.792
C -6.131 1.929 2.745
N -5.456 0.797 2.884
N -6.039 -0.058 2.040
C -5.498 -1.391 1.876
C -4.211 -1.396 1.065
C -3.699 -2.816 0.855
N -2.437 -2.852 0.137
C -1.252 -2.782 0.802
O -1.195 -2.509 1.987
C -0.010 -3.038 -0.030
C 1.102 -2.063 0.325
C 0.778 -0.592 -0.038
C 1.933 -0.155 -0.941
N 3.027 -1.037 -0.548
C 4.154 -1.015 -1.454
C 4.878 0.309 -1.443
C 5.127 0.967 -0.241
C 5.806 2.172 -0.227
C 6.265 2.736 -1.414
C 6.994 4.043 -1.329
N 7.800 4.352 -2.388
O 6.863 4.792 -0.382
C 6.011 2.087 -2.616
C 5.317 0.886 -2.627
C 2.404 -2.344 -0.427
C -7.061 0.513 1.362
H -8.878 2.438 0.669
H -8.684 3.277 2.204
H -7.645 3.683 0.843
H -5.859 2.789 3.337
H -5.323 -1.805 2.869
H -6.267 -1.995 1.390
H -4.387 -0.918 0.097
H -3.453 -0.815 1.591
H -3.549 -3.298 1.823
H -4.426 -3.406 0.293
H -2.430 -3.128 -0.828
H 0.307 -4.066 0.174
H -0.242 -2.976 -1.098
H 1.279 -2.135 1.397
H -0.184 -0.500 -0.547
H 0.728 0.020 0.860
H 1.677 -0.314 -2.004
H 2.211 0.892 -0.820
H 4.848 -1.804 -1.147
H 3.842 -1.250 -2.487
H 4.765 0.529 0.681
H 5.990 2.699 0.699
H 8.122 3.634 -3.011
H 8.372 5.173 -2.285
H 6.315 2.532 -3.556
H 5.104 0.397 -3.571
H 3.061 -3.045 0.091
H 2.180 -2.765 -1.427
H -7.638 -0.045 0.642



From most stable to least stable, the computed energies give entry x, entry w.



Entry w
9
Properties=species:S:1:pos:R:3 method="wB97M-V/def2-TZVPD" homo_energy_ev=-10.836 homo_lumo_gap_ev=10.1358
C -0.187 0.660 -0.695
C 0.644 -0.532 -0.193
O 0.380 1.035 1.966
O -1.577 -0.392 1.401
S -0.354 0.240 1.027
Cl 0.024 -2.402 -0.883
H 0.386 1.508 -1.041
H -1.032 0.417 -1.319
H 1.716 -0.535 -0.264



Entry x
9
Properties=species:S:1:pos:R:3 method="wB97M-V/def2-TZVPD" homo_energy_ev=-10.459 homo_lumo_gap_ev=10.9471
C -0.303 0.334 0.909
C 0.192 0.589 -0.617
O 1.451 -1.632 0.306
O -0.894 -2.013 -0.577
S 0.142 -1.130 -0.104
Cl -0.953 1.393 -1.645
H 0.565 0.736 1.585
H -1.385 0.611 0.984
H 1.184 1.111 -0.840



From most stable to least stable, the computed energies give entry x, entry w.



Entry w
8
Properties=species:S:1:pos:R:3 method="wB97M-V/def2-TZVPD" homo_energy_ev="-11.355 / -9.206" homo_lumo_gap_ev="9.7400 / 5.3353"
C 0.472 0.574 0.140
O 1.138 -0.301 -0.482
O 4.064 -2.767 -1.241
F 0.398 1.810 -0.493
F 0.910 0.900 1.408
S 3.400 -1.885 -2.146
Br 1.406 -2.623 -2.536
H -0.610 0.284 0.281



Entry x
8
Properties=species:S:1:pos:R:3 method="wB97M-V/def2-TZVPD" homo_energy_ev="-9.656 / -9.611" homo_lumo_gap_ev="8.1377 / 7.4075"
C -0.081 -0.463 -0.603
O 2.923 -2.055 -0.884
O 2.401 -1.519 1.466
F -0.983 -1.406 -0.504
F 0.081 -0.099 -1.804
S 2.405 -1.152 0.085
Br 3.465 0.760 -0.157
H -0.014 0.360 0.114



From most stable to least stable, the computed energies give entry x, entry w.